No. 1
Entry from the OMol25 dataset: C33H26N10O8RuS as an isolated structure (the ωB97M-V functional and the def2-TZVPD basis).

```
79
C33H26N10O8RuS | the OMol25 dataset | the ωB97M-V functional and the def2-TZVPD basis
Ru -0.3344 -0.1467 0.5712
O -1.0368 3.3833 2.3365
C -0.7648 2.6401 1.4187
O -0.1361 1.4992 1.6313
C -1.1175 3.0241 0.0012
C -1.4573 4.3595 -0.1738
C -1.7435 4.8665 -1.4239
C -1.7154 4.0611 -2.5473
C -1.4289 2.7296 -2.3758
C -1.0986 2.1485 -1.1184
O -0.8101 0.8854 -1.0879
N -1.4668 1.8847 -3.5701
O -0.9721 2.3270 -4.5845
O -1.9801 0.7796 -3.4806
N -2.0879 6.2844 -1.5718
O -2.3817 6.6710 -2.6863
O -2.0942 6.9679 -0.5690
H -1.4804 5.0079 0.6901
H -1.9281 4.4622 -3.5277
C -1.5999 -2.9878 -3.4578
N -2.4618 -2.1063 -2.6782
C -3.6641 -1.5985 -3.1183
C -4.1157 -0.7699 -2.1695
N -3.1805 -0.7607 -1.1355
C -2.1635 -1.6022 -1.4758
S -0.7883 -2.1322 -0.5828
C -3.3452 0.0279 0.0345
C -4.4336 0.8791 0.1377
C -4.6622 1.5326 1.3329
C -3.8217 1.3082 2.4038
C -2.7196 0.5084 2.1958
N -2.4533 -0.1007 1.0259
H -2.2100 -3.4752 -4.2131
H -1.1628 -3.7419 -2.8098
H -0.8126 -2.4031 -3.9308
H -4.0813 -1.8669 -4.0718
H -5.0227 -0.2015 -2.1455
H -5.0912 1.0571 -0.6964
H -5.5021 2.2085 1.4203
H -3.9689 1.7840 3.3615
H -1.9733 0.3829 2.9672
N 3.0764 0.7880 4.8294
C 2.9062 -0.5507 4.9499
O 3.6358 -1.2726 5.5956
C 1.7377 -1.1366 4.2014
C 1.1537 -2.3023 4.6769
C 0.0915 -2.8521 3.9798
C -0.3305 -2.2425 2.8128
N 0.2567 -1.1384 2.3340
C 1.2649 -0.5894 3.0238
H 3.8269 1.2081 5.3522
H 2.3658 1.3873 4.4469
H 1.5416 -2.7553 5.5801
H -0.4063 -3.7470 4.3247
H -1.1448 -2.6415 2.2231
H 1.6971 0.3044 2.5971
C 3.6118 1.3772 0.3023
C 2.2737 1.1683 0.0677
N 1.6709 -0.0308 0.0543
C 2.4742 -1.1909 0.0266
C 3.8923 -1.0066 0.4391
C 4.4101 0.2548 0.5750
C 4.6465 -2.2079 0.4103
C 4.2303 -3.2380 -0.3869
C 3.3235 -2.9454 -1.4558
C 3.3089 -3.6293 -2.6815
C 2.5261 -3.1443 -3.6946
N 1.7771 -2.0267 -3.5816
C 1.8129 -1.4180 -2.4310
N 2.5189 -1.8565 -1.3730
H 4.0089 2.3795 0.3229
H 1.6053 2.0128 -0.0493
H 2.0200 -2.0113 0.6007
H 5.4480 0.3746 0.8646
H 5.5905 -2.2764 0.9402
H 4.7825 -4.1639 -0.4548
H 3.9327 -4.4998 -2.8220
H 2.4938 -3.6445 -4.6548
H 1.2376 -0.5131 -2.2718
```

Spin multiplicity ... 2
HOMO energy (alpha / beta) ... -10.3 / -10.2 eV
Expectation value of S² ... 0.755
Molar mass ... 823.77 Da
Net charge ... +1
ΔE to the lowest compared entry with this formula, charge and spin ... 0.000 eV
Calculated total energy ... -79332.87426 eV

=====

No. 2
Entry from the OMol25 dataset: C22H30BrHgN4OSSi2 as an isolated structure (the ωB97M-V functional and the def2-TZVPD basis).

```
62
C22H30BrHgN4OSSi2 | the OMol25 dataset | the ωB97M-V functional and the def2-TZVPD basis
Hg 0.8962 -0.1775 0.6164
S 1.7401 -1.6665 2.2521
C 3.3467 -1.0539 2.3774
C 4.2988 -2.0284 2.5003
C 5.6042 -1.6005 2.6669
C 5.8874 -0.2233 2.7998
C 4.8255 0.6300 2.7636
N 3.5864 0.2695 2.5941
H 4.0505 -3.0889 2.4601
H 6.3471 -2.3773 2.7421
H 6.8992 0.1484 2.9883
H 4.9383 1.6898 2.7968
C 1.8960 -1.2557 -4.0886
Si 0.6353 -1.6398 -2.6856
C 1.2519 -3.1000 -1.6672
C -1.0264 -2.3307 -3.3754
N 0.3460 -0.4017 -1.5780
C -0.1454 0.8647 -1.9633
C -0.4586 1.1593 -3.2827
C -0.9603 2.3620 -3.7260
C -1.1681 3.3739 -2.8149
C -0.8276 3.1628 -1.4950
C -0.3540 1.9277 -1.0109
N -0.1521 1.6750 0.3400
Si -0.7246 2.7090 1.6038
C 0.4617 4.1714 1.8709
C -0.6069 1.6437 3.1262
C -2.4581 3.4573 1.4722
H 2.1531 -0.2142 -4.1158
H 1.4895 -1.5267 -5.0793
H 2.7315 -1.9235 -3.8299
H 1.5299 -3.9491 -2.3317
H 0.5459 -3.4444 -0.9508
H 2.1836 -2.7907 -1.1177
H -0.8782 -3.0604 -4.2015
H -1.6696 -1.5744 -3.6998
H -1.4431 -2.9941 -2.5566
H -0.3101 0.3417 -3.9834
H -1.1854 2.4625 -4.7864
H -1.6796 4.3108 -3.0450
H -1.0011 4.0223 -0.8808
H 1.2829 3.7634 2.4842
H 0.0507 5.0508 2.3470
H 0.8080 4.4170 0.8629
H 0.3834 1.2462 3.3252
H -1.1931 0.7529 2.9629
H -1.0029 2.2134 3.9439
H -2.3909 4.3166 0.7714
H -2.7913 3.9232 2.4332
H -3.2176 2.8090 1.1502
O -5.6145 -2.6312 1.0070
C -4.3168 -2.2465 0.8812
C -3.7644 -1.9756 -0.3756
C -2.4814 -1.4204 -0.3894
N -1.7943 -1.2148 0.7277
C -2.3300 -1.4845 1.8515
Br -2.2918 -4.8860 3.6921
C -3.6007 -2.0162 2.0440
H -5.9490 -3.0671 0.2254
H -4.3358 -2.0854 -1.2861
H -2.0521 -1.1061 -1.3628
H -3.9938 -2.3186 2.9992
```

Spin multiplicity ... 2
HOMO energy (alpha / beta) ... -1.6 / -1.6 eV
Expectation value of S² ... 0.756
Molar mass ... 735.24 Da
Net charge ... -2
ΔE to the lowest compared entry with this formula, charge and spin ... 0.000 eV
Calculated total energy ... -132119.18675 eV

=====

No. 3
Entry from the OMol25 dataset: the molecule C4H5N3O (the ωB97M-V functional and the def2-TZVPD basis).

```
13
C4H5N3O | the OMol25 dataset | the ωB97M-V functional and the def2-TZVPD basis
C -2.6582 -1.1688 1.0940
C -1.6000 -0.7241 0.7129
C -0.3319 -0.4774 0.0732
N 0.6831 -1.0655 0.5290
O 1.7120 -0.7099 -0.2083
N -0.3367 0.5018 -0.9573
N 0.4918 1.6329 -1.1091
C 1.2159 1.8315 -0.0113
H -3.4669 -1.6420 1.7968
H 2.3918 -1.3794 -0.0450
H -1.3034 0.6273 -1.3338
H 0.9865 1.2041 1.0045
H 2.0735 2.6172 -0.2074
```

HOMO energy ... -8.8 eV
Molar mass ... 111.10 Da
SMILES ... C#C/C(=N/O)NN=C
ΔE to the lowest compared entry with this formula, charge and spin ... 7.219 eV
Calculated total energy ... -10740.39533 eV

=====

No. 4
Entry from the OMol25 dataset: the molecule C4H6O3S (the ωB97M-V functional and the def2-TZVPD basis).

```
14
C4H6O3S | the OMol25 dataset | the ωB97M-V functional and the def2-TZVPD basis
C -1.4474 1.3125 0.2315
C -0.3822 0.2585 0.6953
C -0.5201 -0.9240 -0.1614
O -1.5111 -1.4767 -0.5283
C 0.9267 -1.4811 -0.4897
S 1.6490 0.2269 -0.1042
O 1.7564 0.9337 -1.3093
O 2.5781 0.1469 0.9562
H -2.3825 0.8610 0.0616
H -1.1750 1.8161 -0.6930
H -1.5638 2.2275 0.9552
H -0.2099 -0.0703 1.7640
H 1.3332 -2.2096 0.1489
H 0.9487 -1.6216 -1.5267
```

HOMO energy ... -9.7 eV
Molar mass ... 134.16 Da
SMILES ... C[C@H]1C(=O)CS1(=O)=O
ΔE to the lowest compared entry with this formula, charge and spin ... 2.860 eV
Calculated total energy ... -21220.12385 eV

=====

No. 5
Entry from the OMol25 dataset: the molecule C21H13BrN4O4 (the ωB97M-V functional and the def2-TZVPD basis).

```
43
C21H13BrN4O4 | the OMol25 dataset | the ωB97M-V functional and the def2-TZVPD basis
O 1.7695 3.5259 1.7624
C 1.5090 2.4617 1.2452
N 2.4828 1.4772 1.2979
N 2.4090 0.2594 0.7907
C 3.4279 -0.5091 0.8683
C 3.4132 -1.8507 0.3753
C 4.4738 -2.7417 0.2916
C 3.9585 -3.9231 -0.2495
C 2.6176 -3.6769 -0.4535
N 1.6143 -4.5381 -0.9489
O 0.4724 -4.1301 -0.9712
O 1.9794 -5.6413 -1.3076
O 2.2894 -2.4276 -0.0771
C 0.2372 2.1402 0.5583
C -0.3583 0.9096 0.6978
C -1.6174 0.6729 0.0983
C -2.2774 -0.6341 0.2188
C -1.5489 -1.8200 0.2590
C -2.2027 -3.0362 0.3408
C -3.5846 -3.0907 0.3986
C -4.3003 -1.9056 0.3552
Br -6.2052 -1.9643 0.4277
C -3.6694 -0.6826 0.2571
N -2.2607 1.5986 -0.5699
C -1.7006 2.8056 -0.7418
C -2.4177 3.7637 -1.4897
C -1.8910 5.0054 -1.7047
C -0.6306 5.3385 -1.1853
C 0.0889 4.4331 -0.4531
C -0.4265 3.1475 -0.2018
H 3.3480 1.7809 1.7615
H 4.3721 -0.1871 1.3201
H 5.4863 -2.5525 0.5828
H 4.4703 -4.8381 -0.4654
H 0.0966 0.1377 1.2958
H -0.4732 -1.8014 0.1840
H -1.6288 -3.9489 0.3381
H -4.0994 -4.0367 0.4665
H -4.2311 0.2369 0.2085
H -3.3791 3.4744 -1.8836
H -2.4383 5.7384 -2.2787
H -0.2264 6.3230 -1.3682
H 1.0514 4.7063 -0.0506
```

HOMO energy ... -8.6 eV
Molar mass ... 465.26 Da
SMILES ... O=C(N/N=C/c1ccc([N+](=O)[O-])o1)c1cc(-c2cccc(Br)c2)nc2ccccc12
Calculated total energy ... -106177.18872 eV

=====

No. 6
Entry from the OMol25 dataset: C28H29FeN7OS6SbSe as an isolated structure (the ωB97M-V functional and the def2-TZVPD basis).

```
74
C28H29FeN7OS6SbSe | the OMol25 dataset | the ωB97M-V functional and the def2-TZVPD basis
Fe 0.8809 1.7141 0.9059
C 2.6691 1.1084 -3.0223
C 1.6800 1.3436 -1.9128
N 2.0086 1.2114 -0.6733
N 3.2091 0.5227 -0.4517
C 3.1361 -0.1718 0.6306
S 1.8710 -0.1396 1.7809
S 4.4607 -1.3689 0.8281
C 3.4389 -2.8335 0.4366
C 2.7141 -2.7293 -0.8768
C 3.3692 -2.9859 -2.0781
C 2.7070 -2.8504 -3.2888
C 1.3786 -2.4414 -3.3133
C 0.7194 -2.1758 -2.1212
C 1.3807 -2.3275 -0.9098
C 0.2845 1.5860 -2.2855
C -0.0359 2.0157 -3.5776
C -1.3326 2.0375 -4.0514
C -2.3530 1.5638 -3.2182
C -2.0758 1.1247 -1.9464
C -0.7618 1.1706 -1.4050
O -0.5788 0.8214 -0.1800
H 3.6210 0.7799 -2.6221
H 2.8102 2.0468 -3.5663
H 2.2862 0.3687 -3.7260
H 2.7292 -2.9727 1.2516
H 4.1378 -3.6725 0.4334
H 4.4154 -3.2737 -2.0599
H 3.2317 -3.0488 -4.2167
H 0.8650 -2.3137 -4.2591
H -0.3064 -1.8273 -2.1234
H 0.8677 -2.0929 0.0159
H 0.7643 2.3458 -4.2299
H -1.5502 2.4015 -5.0480
H -3.3786 1.5522 -3.5735
H -2.8585 0.7752 -1.2840
S -0.1103 5.6160 2.9928
Sb 1.0097 3.6544 3.6277
S -0.4163 1.8223 2.8417
S 2.5084 3.0348 1.8164
C 1.6438 5.4811 -3.5487
C 1.4867 6.1126 -2.1669
C 0.6668 5.2506 -1.2563
N 1.0708 4.1049 -0.8521
N 0.1791 3.4811 -0.0215
C -0.9094 4.1726 0.1792
N -1.9900 3.7856 0.9137
S -0.9037 5.6762 -0.6766
H 2.2712 6.0985 -4.1962
H 0.6721 5.3485 -4.0282
H 2.1030 4.4976 -3.4516
H 1.0271 7.1001 -2.2447
H 2.4647 6.2474 -1.7009
H -1.7516 2.9277 1.4291
H -2.1819 4.4992 1.6164
C -1.6015 -1.8505 4.6075
N -2.2648 -2.8066 3.7416
C -2.3991 -2.6518 2.3804
Se -1.7794 -1.2754 1.3994
N -3.0853 -3.7664 1.9598
C -3.3861 -4.6031 3.0145
C -4.0458 -5.8131 3.0973
C -4.1667 -6.3963 4.3584
C -3.6398 -5.7824 5.4890
C -2.9719 -4.5617 5.4050
C -2.8553 -3.9818 4.1552
H -1.3774 -0.9521 4.0308
H -0.6679 -2.2669 4.9885
H -2.2586 -1.5952 5.4401
H -3.3096 -3.8891 0.9891
H -4.4533 -6.2925 2.2166
H -4.6785 -7.3451 4.4560
H -3.7474 -6.2615 6.4537
H -2.5562 -4.0839 6.2819
```

Spin multiplicity ... 2
HOMO energy (alpha / beta) ... -0.9 / -1.0 eV
Expectation value of S² ... 0.816
Molar mass ... 928.56 Da
Net charge ... -2
ΔE to the lowest compared entry with this formula, charge and spin ... 0.480 eV
Calculated total energy ... -213272.35429 eV